[1]
{
  "formula": "C9H15NO",
  "method": "the ωB97M-V functional and the def2-TZVPD basis",
  "symbols": ["O", "N", "C", "C", "C", "C", "C", "C", "C", "C", "C", "H", "H", "H", "H", "H", "H", "H", "H", "H", "H", "H", "H", "H", "H", "H"],
  "coordinates": [[-3.04705, 0.06834, -0.57505], [0.36162, -0.01433, 0.69639], [-1.85596, -0.02419, -0.44643], [2.47280, 0.01656, -0.61390], [-1.21647, -1.46494, -0.22015], [1.85711, 1.45750, -0.12311], [1.83827, -1.44607, -0.24373], [-0.22673, -0.06919, 2.08366], [0.33863, 1.10497, -0.17138], [0.30038, -1.12646, -0.29304], [-1.17748, 1.48472, -0.23027], [-1.49421, -2.08317, -1.06714], [0.22116, -0.77872, -1.36410], [3.54547, -0.02739, -0.37970], [2.12238, -2.18130, -1.01050], [-1.62966, 1.98720, 0.63959], [2.16676, 2.21785, -0.83355], [2.16805, 1.69561, 0.88671], [0.29614, 0.96319, -1.30168], [2.36367, 0.04490, -1.70733], [2.19793, -1.68868, 0.76577], [-1.32141, 0.02237, 2.01774], [-1.63884, -1.89666, 0.67302], [0.05581, -1.06598, 2.49875], [0.27613, 0.72229, 2.59533], [-1.46764, 2.02462, -1.13722]],
  "homo_ev": -7.89,
  "total_energy_ha": -481.71139,
  "homo_lumo_gap_ev": 8.64,
  "multiplicity": 1,
  "lumo_ha": 0.0274,
  "smiles": "CN1[C@@H]2CCC[C@H]1CC(=O)C2",
  "fmax_ev_per_a": 3.3,
  "relative_energy_kj_mol": 607.2,
  "molar_mass_da": 153.2
}

=====

[2]
{
  "formula": "C26H40AlNO4P2Se",
  "method": "the ωB97M-V functional and the def2-TZVPD basis",
  "symbols": ["Se", "P", "P", "Al", "O", "O", "O", "O", "N", "C", "C", "C", "C", "C", "C", "C", "C", "C", "C", "C", "C", "C", "C", "C", "C", "C", "C", "C", "C", "C", "C", "C", "C", "C", "C", "H", "H", "H", "H", "H", "H", "H", "H", "H", "H", "H", "H", "H", "H", "H", "H", "H", "H", "H", "H", "H", "H", "H", "H", "H", "H", "H", "H", "H", "H", "H", "H", "H", "H", "H", "H", "H", "H", "H", "H"],
  "coordinates": [[0.12573, -2.66494, 1.39335], [2.23796, 0.67201, -0.22771], [-1.99442, -0.35179, -1.09683], [0.05396, -0.37613, 0.16248], [1.39416, -3.30550, 2.11967], [0.49158, -2.15487, -0.19860], [-0.10618, -1.02837, 1.85985], [-1.26461, -3.45507, 1.42619], [-0.37253, 1.49138, 0.42207], [3.63634, -0.81595, 1.63490], [2.53830, 1.59108, -1.80132], [-3.31923, 2.07537, -1.73574], [-3.35723, -1.16574, -0.16502], [5.10192, 0.25463, -0.12459], [-2.00477, -1.10350, -2.79163], [-1.54083, 3.55239, -0.23570], [-4.70193, -1.13275, -0.88529], [0.54440, 2.17876, 1.23685], [-0.58496, -1.29322, -3.32888], [1.15094, 3.66265, 3.04010], [3.46467, 2.79753, -1.63946], [0.18203, 3.03530, 2.27471], [1.91536, 1.92980, 1.03339], [-3.49069, 3.44834, -1.68291], [2.50998, 3.45566, 2.81987], [-3.46133, -0.54444, 1.22814], [-4.63082, 4.12675, -2.39359], [-2.28407, 1.42243, -1.06647], [-2.56424, 4.16613, -0.93080], [3.72641, -0.32955, 0.18595], [3.55670, 4.13653, 3.66024], [-2.87502, -0.39141, -3.82351], [-1.37655, 2.15505, -0.25311], [1.21373, 2.05555, -2.41057], [2.87174, 2.57131, 1.81195], [2.99976, 0.85075, -2.46498], [5.85960, -0.49496, 0.11124], [3.79271, 0.00232, 2.33816], [-2.51422, -0.58487, 1.76663], [-2.80693, -0.91784, -4.77754], [3.00380, 3.53563, -0.98104], [-2.53538, 0.63350, -3.98158], [-4.66425, -1.59677, -1.87139], [-3.78448, 0.49718, 1.16376], [4.06799, 3.42051, 4.30657], [0.04750, -1.82683, -2.62199], [4.44082, 2.54500, -1.23211], [3.57520, -1.20296, -0.45982], [-0.12221, -0.33226, -3.56552], [4.31396, 4.61576, 3.03784], [1.39069, 2.45620, -3.41035], [2.68126, -1.28713, 1.86390], [0.47597, 1.25547, -2.48837], [3.61732, 3.26809, -2.61297], [-4.00944, 1.49279, -2.33257], [-4.86256, 3.62973, -3.33644], [5.31894, 1.13686, 0.47942], [0.84153, 4.32960, 3.83684], [3.92446, 2.38168, 1.63340], [-0.84925, 4.16508, 0.32278], [-5.53951, 4.11989, -1.78717], [4.41097, -1.56440, 1.80866], [-5.44041, -1.67813, -0.29464], [-0.62219, -1.86872, -4.25624], [-2.42395, -2.09737, -2.60042], [-3.92536, -0.36127, -3.53540], [-2.64379, 5.24732, -0.88812], [0.76811, 2.84902, -1.80591], [-5.06299, -0.10790, -0.99484], [3.11265, 4.90064, 4.29698], [-4.19907, -1.09556, 1.81340], [5.21693, 0.51917, -1.17569], [-0.86639, 3.20087, 2.48440], [-4.39238, 5.16751, -2.61350], [-3.01446, -2.20022, -0.05533]],
  "homo_ev": -7.41,
  "total_energy_ha": -4697.13017,
  "homo_lumo_gap_ev": 7.88,
  "multiplicity": 1,
  "lumo_ha": 0.0170,
  "fmax_ev_per_a": 0.3,
  "molar_mass_da": 598.5
}